Below is a molecular structure, C4H6LiO, with properties calculated with the ωB97M-V functional and the def2-TZVPD basis.

Output
Calculated total energy   -6490.4365 eV
Frontier orbital gap   0.3284 Ha
Charge   +1
Relative energy (zero: lowest compared OMol25 entry of this formula, charge and spin)   0.0 kJ/mol
2S+1   1

Geometry as XYZ:
```
12
Properties=species:S:1:pos:R:3:forces:R:3
O 0.0972 -2.2907 -0.4273 2.0 3.7 -1.6
C -0.0593 -1.0839 -0.4012 -1.5 1.2 -0.7
C -0.2083 -0.2578 -1.6399 0.6 -0.5 -0.2
C -0.7682 1.1087 -1.3896 -0.4 0.7 -0.2
C -0.7994 2.0773 -2.3063 0.4 -0.1 0.4
H -0.3071 -0.5990 0.5657 0.6 0.0 -0.1
H 0.8195 -0.1752 -2.0434 -0.2 -0.1 -0.1
H -1.1926 1.2861 -0.3960 0.0 0.0 -0.3
H -0.3010 1.9652 -3.2728 -0.4 0.0 0.2
H -1.2467 3.0481 -2.0845 0.2 -0.4 -0.1
Li -0.4341 -3.5120 0.1592 -1.7 -4.9 2.0
H -0.7912 -0.8605 -2.3905 0.5 0.5 0.7
```
Positions in Å, forces in eV/Å.

Charges obtained by natural (NBO) population analysis, quoted in units of e: atom 1 (O): -0.76, atom 2 (C): 0.56, atom 3 (C): -0.59, atom 4 (C): -0.23, atom 5 (C): -0.32, atom 6 (H): 0.16, atom 7 (H): 0.29, atom 8 (H): 0.21, atom 9 (H): 0.21, atom 10 (H): 0.23, atom 11 (Li): 0.98, atom 12 (H): 0.28